{
  "formula": "C11H21N",
  "method": "ωB97M-V with the def2-TZVPD basis set",
  "species": ["H", "H", "H", "H", "C", "C", "H", "H", "C", "H", "C", "H", "H", "H", "C", "H", "C", "H", "C", "H", "C", "H", "H", "N", "H", "C", "H", "H", "H", "H", "C", "H", "C"],
  "positions_angstrom": [[1.95, 3.19, 1.54], [-1.73, -1.98, -1.72], [0.60, -2.62, 1.28], [1.49, 0.45, 2.17], [-0.35, -2.49, 0.70], [1.53, 3.27, 0.50], [-1.50, 0.06, 2.59], [2.29, 3.91, -0.04], [0.22, 1.08, 0.52], [-0.71, 1.66, 0.42], [-1.25, 0.51, -2.07], [1.08, 2.06, -1.18], [-1.39, 0.15, -3.14], [-0.19, -1.02, 2.98], [1.37, 1.89, -0.14], [-0.22, -3.87, -0.96], [0.46, 0.78, 1.99], [2.30, 1.27, -0.17], [-0.66, -1.86, -1.73], [0.74, -0.28, -1.94], [-0.01, -2.82, -0.75], [-1.10, -3.14, 1.11], [-1.87, -0.96, 0.68], [0.06, -0.24, -0.04], [1.06, -2.71, -0.92], [-0.77, -1.01, 0.89], [-2.24, 0.44, -1.59], [0.63, 3.90, 0.51], [-0.29, -2.06, -2.77], [-0.97, 1.57, -2.16], [-0.23, -0.41, -1.44], [0.28, 1.61, 2.64], [-0.55, -0.36, 2.23]],
  "smiles": "CC[C@@H]1CC[C@@H]2CCC[C@@H](C)N21",
  "e_tot_ha": -486.47855,
  "e_above_lowest_kcal_mol": 6.14
}